Entry 1:
Here is a structure of composition C42H59BrN9O6SSeSiTl in a non-equilibrium geometry from the Open Molecules 2025 dataset. Energies are from ωB97M-V/def2-TZVPD.

## Properties
E_LUMO ... 3.121 eV
Total charge ... -2
HOMO ... -3.57 eV
Gap between HOMO and LUMO ... 6.687 eV
Energy relative to the best compared isomer or geometry (same formula, charge and spin) ... 52.0 kcal/mol

```
121
C42H59BrN9O6SSeSiTl | the Open Molecules 2025 dataset | ωB97M-V/def2-TZVPD
Tl 12.434 14.928 13.606
C 7.959 14.377 9.636
C 9.161 13.589 10.185
C 10.459 14.041 9.559
C 10.716 13.598 8.212
C 11.941 13.853 7.604
C 13.062 14.446 8.283
C 12.698 15.169 9.505
C 13.163 16.583 9.785
C 12.337 17.622 8.911
C 11.427 14.837 10.136
N 11.225 15.472 11.360
C 10.103 16.041 11.635
C 9.835 16.642 12.866
C 8.707 17.406 13.244
C 9.023 17.860 14.498
C 10.246 17.336 14.876
N 10.788 16.601 13.881
H 7.001 13.757 9.657
H 8.011 14.544 8.542
H 7.733 15.262 10.209
H 9.024 12.531 9.842
H 9.319 13.516 11.280
H 9.919 13.118 7.605
H 12.206 13.457 6.604
H 13.732 15.034 7.649
H 14.309 16.659 9.500
H 12.947 16.812 10.780
H 12.499 17.341 7.850
H 12.599 18.674 9.093
H 11.317 17.415 9.121
H 9.356 16.025 10.900
H 7.847 17.488 12.655
H 8.321 18.464 14.988
H 10.799 17.451 15.773
O 14.445 13.880 17.298
H 13.570 13.739 16.850
H 14.523 14.853 17.334
Se 13.994 13.604 9.851
O 9.721 13.370 13.520
N 8.571 13.568 14.011
C 7.513 12.985 13.455
C 7.364 12.189 12.245
N 7.140 11.610 11.260
C 6.298 13.136 14.205
N 5.222 13.103 14.668
C 9.121 12.714 18.088
N 10.507 13.186 17.760
C 11.547 13.135 18.768
C 10.671 13.690 16.506
O 11.789 14.093 16.172
H 8.630 13.299 18.875
H 9.217 11.679 18.476
H 8.517 12.510 17.214
H 12.395 12.434 18.524
H 11.069 12.963 19.718
H 12.042 14.145 18.679
H 9.806 13.709 15.809
O 16.484 23.749 20.608
S 15.887 23.312 21.868
O 15.300 24.328 22.670
O 16.708 22.355 22.603
C 14.470 22.266 21.401
N 13.200 22.698 21.850
C 12.190 21.932 21.447
C 12.370 20.819 20.608
C 13.634 20.512 20.218
N 14.652 21.256 20.605
C 13.908 19.321 19.417
C 12.964 18.258 19.234
C 13.310 17.132 18.548
N 14.559 16.954 18.106
C 15.437 17.970 18.244
C 15.202 19.135 18.945
H 11.181 22.244 21.794
H 11.435 20.265 20.303
H 11.947 18.419 19.709
H 12.626 16.343 18.286
H 16.350 17.628 17.778
H 16.047 19.812 19.135
C 16.544 8.400 16.527
C 15.376 9.382 16.269
C 15.933 10.836 16.457
C 14.369 9.190 17.443
Si 14.671 9.446 14.490
Br 12.834 10.812 14.585
C 14.008 7.771 13.980
C 13.235 7.094 15.206
C 15.111 6.742 13.556
C 13.037 7.890 12.821
C 15.842 10.415 13.259
C 15.378 10.114 11.802
C 15.823 11.955 13.382
C 17.301 9.985 13.518
H 16.874 8.573 17.545
H 17.396 8.569 15.906
H 16.250 7.372 16.630
H 16.467 11.005 17.435
H 15.160 11.615 16.416
H 16.722 11.075 15.740
H 14.935 9.341 18.369
H 13.894 8.211 17.505
H 13.593 9.952 17.431
H 13.966 6.810 15.970
H 12.817 6.132 14.897
H 12.386 7.677 15.649
H 15.900 6.647 14.288
H 15.536 7.100 12.607
H 14.627 5.749 13.323
H 12.184 8.505 13.125
H 12.640 6.896 12.466
H 13.454 8.530 12.040
H 14.368 10.532 11.627
H 15.419 9.026 11.578
H 16.014 10.605 11.083
H 14.870 12.404 12.969
H 16.539 12.366 12.668
H 15.861 12.417 14.366
H 17.300 8.879 13.669
H 17.763 10.440 14.406
H 17.918 10.067 12.607
```

***

Entry 2:
Here is a structure of composition C42H59Cl3N6OPSV in a non-equilibrium geometry from the Open Molecules 2025 dataset. Energies are from ωB97M-V/def2-TZVPD.

## Properties
Multiplicity ... 4
E_LUMO (spin up / spin down) ... -2.172 / -2.392 eV
Total charge ... +1
HOMO (spin up / spin down) ... -9.33 / -9.95 eV
Gap between HOMO and LUMO (spin up / spin down) ... 7.157 / 7.555 eV
Energy relative to the best compared isomer or geometry (same formula, charge and spin) ... 9.6 kcal/mol

```
114
C42H59Cl3N6OPSV | the Open Molecules 2025 dataset | ωB97M-V/def2-TZVPD
V -0.511 1.241 2.006
C 0.927 3.215 -0.428
C -0.435 3.875 -0.440
N -1.013 3.894 0.897
C -0.330 4.676 1.915
C 0.630 3.917 2.813
C 1.553 4.686 3.512
C 2.459 4.092 4.369
C 2.468 2.707 4.441
C 1.534 1.995 3.719
C 1.550 0.491 3.679
N 1.186 0.058 2.321
C 2.263 0.169 1.327
C 2.259 1.527 0.643
N 0.903 1.883 0.195
N 0.576 2.576 2.955
H 1.609 3.840 0.154
H 1.313 3.173 -1.452
H -1.116 3.295 -1.069
H -0.332 4.880 -0.873
H -1.955 4.250 0.813
H -1.088 5.108 2.575
H 0.225 5.516 1.473
H 1.556 5.760 3.376
H 3.164 4.684 4.936
H 3.196 2.183 5.045
H 0.792 0.102 4.361
H 2.528 0.110 3.988
H 0.905 -0.916 2.372
H 2.098 -0.591 0.568
H 3.247 0.001 1.778
H 2.966 1.495 -0.194
H 2.598 2.303 1.331
H 0.623 1.195 -0.506
Cl -5.235 -4.071 2.273
C -4.073 -2.837 2.626
C -3.314 -2.303 1.601
C -2.416 -1.302 1.913
Cl -1.413 -0.588 0.669
C -2.202 -0.784 3.204
O -1.343 0.150 3.449
C -3.001 -1.386 4.206
Cl -2.794 -0.812 5.821
C -3.913 -2.382 3.929
H -3.421 -2.671 0.589
H -4.503 -2.810 4.728
N -3.588 1.786 0.084
C -3.610 2.319 1.332
N -2.703 2.138 2.240
C -2.966 2.914 3.367
C -2.231 2.928 4.552
C -2.595 3.804 5.559
C -3.687 4.658 5.416
C -4.458 4.627 4.267
C -4.090 3.747 3.262
S -4.869 3.484 1.723
H -3.008 0.974 -0.055
H -4.437 1.818 -0.454
H -1.408 2.240 4.673
H -2.033 3.816 6.484
H -3.946 5.341 6.214
H -5.328 5.262 4.163
C 3.330 -0.152 -5.355
C 2.099 0.684 -5.014
C 1.090 -0.133 -4.183
C 1.789 -1.200 -3.323
C 3.148 -0.654 -2.873
C 4.093 -0.545 -4.078
P 0.768 -1.661 -1.828
C 1.355 -3.401 -1.380
C 2.300 -3.344 -0.165
C 2.964 -4.702 0.054
C 3.938 -5.008 -1.095
C 3.468 -4.377 -2.416
C 1.944 -4.305 -2.484
C -0.923 -2.116 -2.494
C -1.818 -0.907 -2.790
C -3.291 -1.345 -2.745
C -3.464 -2.766 -3.314
C -2.375 -3.075 -4.340
C -0.980 -3.089 -3.681
H 3.985 0.402 -6.028
H 3.009 -1.049 -5.891
H 1.619 1.028 -5.931
H 2.415 1.575 -4.464
H 0.382 -0.621 -4.855
H 0.515 0.548 -3.545
H 1.969 -2.091 -3.927
H 3.597 -1.288 -2.104
H 3.000 0.335 -2.426
H 4.596 -1.502 -4.237
H 4.870 0.192 -3.861
H 0.429 -3.870 -1.030
H 1.726 -3.056 0.722
H 3.087 -2.596 -0.312
H 2.186 -5.469 0.102
H 3.490 -4.717 1.010
H 4.035 -6.089 -1.208
H 4.932 -4.626 -0.850
H 3.844 -4.954 -3.261
H 3.881 -3.369 -2.512
H 1.545 -5.316 -2.358
H 1.636 -3.978 -3.476
H -1.359 -2.619 -1.620
H -1.586 -0.516 -3.781
H -1.640 -0.097 -2.077
H -3.893 -0.635 -3.317
H -3.655 -1.319 -1.713
H -4.449 -2.870 -3.770
H -3.408 -3.504 -2.508
H -2.411 -2.325 -5.135
H -2.563 -4.043 -4.806
H -0.231 -2.819 -4.430
H -0.751 -4.098 -3.335
```